11
Properties=species:S:1:pos:R:3:lowdin_spin:R:1 method="wB97M-V/def2-TZVPD" s_squared=6.007 charge=+3 orbital_gap_ha="0.2410 / 0.1344" e_homo_ev="-22.261 / -21.554" spin_multiplicity=5 total_energy_ha=-1408.14319
O -0.55 -2.57 2.18 0.000
C -0.57 -3.69 2.05 0.000
C 1.09 0.74 0.63 0.012
C 0.48 1.84 0.66 0.057
H 0.15 2.67 1.28 0.003
Li -0.44 -0.48 2.01 0.000
O -0.52 1.02 -1.63 0.024
C -0.20 0.03 -0.95 -0.003
O -1.00 -0.76 -0.38 0.033
O 1.08 0.00 -0.55 0.076
Ho -1.27 -1.59 -2.59 3.799

=====

88
Properties=species:S:1:pos:R:3:mulliken_charge:R:1 method="wB97M-V/def2-TZVPD" orbital_gap_ha=0.3142 e_homo_ev=-9.112 spin_multiplicity=1 smiles="O=C1C=CC(=O)C(C[SH](=O)=O)=C1.CC(C)=O.CC(C)=O.CC(C)=O.CC(C)=O.CC(C)=O.CC(C)=O.CC(C)=O" total_energy_ha=-2321.44127
O -0.23 2.07 1.27 -0.595
C 0.74 1.52 1.73 0.006
C 0.66 0.24 2.48 -0.311
C 1.64 -0.65 2.32 -0.448
C 2.76 -0.30 1.41 0.402
O 3.32 -1.09 0.69 -0.641
C 3.11 1.16 1.38 0.787
C 4.53 1.60 1.15 -0.888
S 5.61 0.86 2.36 0.924
O 6.20 -0.34 1.86 -0.571
O 4.92 0.88 3.62 -0.569
C 2.12 2.04 1.52 -0.660
H -0.18 0.06 3.14 0.605
H 1.65 -1.62 2.80 0.462
H 4.91 1.36 0.16 0.376
H 4.58 2.67 1.34 0.365
H 6.57 1.81 2.46 0.140
H 2.30 3.11 1.50 0.636
C 1.55 -2.51 -1.77 -0.785
C 0.10 -2.58 -1.38 0.828
C -0.80 -3.44 -2.23 -0.750
O -0.34 -1.97 -0.43 -0.474
H 2.06 -1.85 -1.07 -0.052
H 2.00 -3.50 -1.73 0.314
H 1.65 -2.12 -2.78 0.359
H -0.46 -4.48 -2.22 0.125
H -0.80 -3.09 -3.26 0.368
H -1.81 -3.39 -1.83 0.073
C 2.94 5.35 4.35 -1.147
C 3.14 5.86 2.95 0.824
C 3.52 7.31 2.80 -1.105
O 2.98 5.14 1.99 -0.487
H 2.67 4.29 4.33 0.229
H 3.86 5.46 4.92 0.361
H 2.16 5.91 4.85 0.362
H 4.47 7.50 3.31 0.369
H 2.76 7.95 3.23 0.334
H 3.63 7.55 1.74 0.210
C 2.87 9.10 -2.81 -1.129
C 2.67 8.69 -1.37 0.829
C 2.26 7.25 -1.12 -0.888
O 2.84 9.46 -0.45 -0.546
H 3.16 10.15 -2.85 0.307
H 3.64 8.49 -3.27 0.315
H 1.94 8.96 -3.36 0.322
H 3.02 6.57 -1.51 0.306
H 1.31 7.04 -1.61 0.392
H 2.16 7.09 -0.05 0.089
C -1.54 -7.60 -1.02 -1.170
C -1.10 -7.67 -2.47 0.978
C -1.86 -8.61 -3.36 -1.169
O -0.19 -6.99 -2.89 -0.571
H -0.92 -6.88 -0.49 0.307
H -2.58 -7.29 -0.96 0.294
H -1.44 -8.58 -0.56 0.378
H -2.92 -8.34 -3.39 0.277
H -1.78 -9.63 -2.99 0.447
H -1.46 -8.56 -4.37 0.250
C -1.75 0.94 7.07 -1.194
C -1.46 1.48 5.70 0.884
C -1.05 2.93 5.61 -1.054
O -1.55 0.79 4.71 -0.541
H -2.03 -0.11 7.00 0.305
H -0.87 1.04 7.71 0.341
H -2.56 1.51 7.54 0.348
H -0.14 3.10 6.19 0.309
H -1.83 3.57 6.01 0.379
H -0.87 3.20 4.57 0.216
C -6.30 -1.24 -1.99 -1.230
C -4.93 -1.86 -1.87 0.834
C -4.12 -1.52 -0.65 -0.677
O -4.50 -2.64 -2.70 -0.473
H -6.78 -1.58 -2.91 0.306
H -6.91 -1.51 -1.13 0.332
H -6.21 -0.15 -2.01 0.329
H -4.64 -1.86 0.25 0.316
H -3.95 -0.45 -0.57 0.342
H -3.15 -2.02 -0.71 -0.061
C -4.03 -5.30 -4.43 -0.809
C -3.39 -6.13 -5.51 0.847
C -3.02 -5.40 -6.79 -1.211
O -3.18 -7.31 -5.38 -0.566
H -4.24 -5.94 -3.57 0.227
H -3.37 -4.49 -4.12 0.120
H -4.96 -4.86 -4.78 0.404
H -2.32 -4.59 -6.57 0.297
H -3.91 -4.96 -7.23 0.356
H -2.57 -6.09 -7.49 0.330

=====

128
Properties=species:S:1:pos:R:3:mulliken_charge:R:1 method="wB97M-V/def2-TZVPD" orbital_gap_ha=0.3059 e_homo_ev=-9.501 spin_multiplicity=1 total_energy_ha=-8480.26222
C 5.56 1.70 0.85 -0.289
C 5.10 2.96 0.90 -0.717
C 4.47 3.54 -0.31 0.706
O 4.53 4.75 -0.49 -0.604
O 3.89 2.67 -1.16 -0.040
C 3.65 3.22 -2.47 -0.750
C 3.20 2.13 -3.42 -0.710
C 2.24 1.12 -2.80 1.945
C 1.08 0.73 -3.75 -1.159
C 0.86 -0.78 -3.82 -1.557
C 0.41 -1.33 -2.47 0.338
C -1.07 -1.28 -2.15 0.044
C -1.52 -1.67 -0.95 0.771
C -0.63 -2.10 0.17 -1.240
C -0.80 -1.28 1.49 -1.449
C 0.50 -0.82 2.08 1.175
F 1.19 -1.81 2.67 -0.372
Br 0.04 0.44 3.53 -0.111
C 1.41 -0.04 1.06 -0.206
F 0.64 0.57 0.17 -0.176
F 2.26 -0.88 0.47 0.136
Br 2.46 1.35 1.94 -0.041
C -2.98 -1.69 -0.67 0.344
O -3.41 -1.66 0.47 -0.687
C -3.91 -1.81 -1.83 0.758
C -5.26 -2.39 -1.54 -1.300
C -6.16 -1.54 -0.62 -0.760
C -7.18 -0.70 -1.41 -0.015
C -7.74 0.38 -0.47 -0.991
C -9.11 0.89 -0.88 -0.828
C -9.08 1.80 -2.13 -0.368
C -9.25 3.26 -1.78 -0.593
O -9.70 3.93 -2.95 -0.355
C -9.36 5.29 -2.96 -0.753
C -3.48 -1.41 -3.03 0.585
C -4.27 -1.50 -4.29 -0.911
C -3.37 -1.70 -5.50 0.377
O -2.38 -2.41 -5.47 -0.532
O -3.73 -1.04 -6.64 -0.512
C -2.11 -0.82 -3.11 0.288
O -1.92 0.06 -3.95 -0.625
H 5.03 0.99 0.23 0.070
H 6.45 1.39 1.37 0.281
H 5.15 3.57 1.78 0.514
H 2.92 4.02 -2.41 0.380
H 4.59 3.65 -2.81 0.513
H 4.10 1.62 -3.76 0.066
H 2.77 2.62 -4.29 0.458
H 1.82 1.53 -1.89 0.076
H 2.78 0.21 -2.57 -1.415
H 0.16 1.25 -3.50 0.283
H 1.36 1.06 -4.75 0.673
H 0.16 -1.01 -4.60 0.598
H 1.83 -1.19 -4.09 0.469
H 1.01 -0.91 -1.68 -0.973
H 0.65 -2.40 -2.48 0.720
H -0.89 -3.13 0.40 0.636
H 0.41 -2.12 -0.11 0.281
H -1.26 -1.94 2.22 0.451
H -1.50 -0.47 1.37 0.592
H -5.83 -2.63 -2.44 0.251
H -5.09 -3.34 -1.04 0.517
H -6.74 -2.22 -0.02 0.358
H -5.61 -0.85 0.00 0.463
H -7.98 -1.32 -1.80 0.289
H -6.63 -0.17 -2.20 0.078
H -7.86 -0.12 0.49 0.466
H -7.00 1.17 -0.33 0.329
H -9.82 0.08 -0.96 0.415
H -9.47 1.50 -0.05 0.411
H -9.92 1.54 -2.76 0.284
H -8.13 1.64 -2.62 0.207
H -10.01 3.39 -1.02 0.324
H -8.32 3.71 -1.42 0.344
H -8.32 5.43 -3.27 0.298
H -9.98 5.79 -3.69 0.257
H -9.52 5.77 -2.00 0.322
H -4.91 -2.37 -4.28 0.419
H -4.92 -0.65 -4.43 0.317
H -4.65 -1.23 -6.85 0.345
C 4.27 -2.24 -0.69 -0.797
C 4.34 -0.99 -1.30 0.561
C 4.78 -0.89 -2.61 -0.883
C 5.16 -2.03 -3.31 -0.456
C 5.11 -3.28 -2.68 0.202
C 4.66 -3.37 -1.37 -0.911
C 5.56 -4.51 -3.40 0.599
O 5.51 -5.59 -2.85 -0.674
C 6.07 -4.37 -4.79 0.058
C 6.54 -5.50 -5.45 -0.529
C 7.01 -5.39 -6.75 -0.451
C 7.00 -4.15 -7.40 -0.541
C 6.53 -3.03 -6.74 -0.481
C 6.08 -3.13 -5.43 0.095
C 5.61 -1.90 -4.72 0.688
O 5.60 -0.83 -5.28 -0.687
H 3.92 -2.32 0.33 0.615
H 4.05 -0.09 -0.77 0.628
H 4.84 0.07 -3.10 0.548
H 4.61 -4.34 -0.90 0.517
H 6.54 -6.45 -4.95 0.475
H 7.38 -6.26 -7.27 0.406
H 7.36 -4.07 -8.41 0.391
H 6.53 -2.07 -7.23 0.481
C 4.40 1.59 12.12 -0.471
C 3.30 1.04 12.78 -0.460
C 2.10 0.88 12.12 -0.574
C 1.97 1.30 10.80 0.227
C 3.06 1.88 10.15 0.199
C 4.28 2.01 10.81 -0.566
C 2.94 2.37 8.75 0.542
O 3.89 2.87 8.18 -0.663
C 1.62 2.24 8.07 0.214
C 1.47 2.75 6.78 -0.566
C 0.25 2.62 6.13 -0.790
C -0.81 1.99 6.76 -0.540
C -0.67 1.49 8.04 -0.599
C 0.54 1.62 8.71 0.214
C 0.67 1.11 10.10 0.551
O -0.26 0.56 10.65 -0.661
H 5.34 1.70 12.64 0.401
H 3.40 0.72 13.81 0.398
H 1.25 0.45 12.63 0.470
H 5.12 2.45 10.30 0.471
H 2.30 3.23 6.30 0.512
H 0.14 3.02 5.13 0.685
H -1.76 1.89 6.25 0.481
H -1.50 1.00 8.54 0.485

=====

11
Properties=species:S:1:pos:R:3:nbo_charge:R:1 method="wB97M-V/def2-TZVPD" orbital_gap_ha=0.3911 e_homo_ev=-9.918 spin_multiplicity=1 smiles="NC(=O)CC=O" relative_energy_ev=0.416 total_energy_ha=-322.55903
N 0.83 1.05 -1.29 -0.816
C 0.21 -0.07 -0.84 0.674
O -0.35 -0.87 -1.58 -0.611
C 0.24 -0.29 0.66 -0.616
C -1.13 -0.66 1.18 0.446
O -1.57 -0.28 2.24 -0.510
H 1.19 1.75 -0.67 0.398
H 0.77 1.26 -2.28 0.407
H 0.62 0.56 1.23 0.228
H 0.90 -1.15 0.85 0.264
H -1.72 -1.32 0.51 0.137

=====

62
Properties=species:S:1:pos:R:3:lowdin_spin:R:1 method="wB97M-V/def2-TZVPD" s_squared=2.028 charge=-1 orbital_gap_ha="0.1965 / 0.1707" e_homo_ev="-2.916 / -2.732" spin_multiplicity=3 relative_energy_ev=1.020 total_energy_ha=-1648.77672
O -2.59 0.80 -3.58 0.000
C -2.45 -0.59 -4.01 0.000
C -1.49 -0.24 -5.15 0.000
H -3.38 -1.04 -4.40 0.000
H -2.00 -1.16 -3.19 0.000
C -1.63 1.20 -4.60 0.000
H -1.92 -0.34 -6.15 0.000
H -0.51 -0.71 -5.08 0.000
C -2.27 2.12 -5.61 0.000
H -3.27 1.71 -5.80 0.000
H -1.71 2.14 -6.55 0.000
H -2.29 3.13 -5.17 0.000
C -0.39 1.77 -3.98 0.000
H -0.05 1.13 -3.16 0.000
H -0.63 2.78 -3.63 0.000
H 0.41 1.87 -4.73 0.000
Pd -0.12 -0.59 0.83 0.704
C 3.07 -1.66 -0.45 0.028
C 2.49 -2.46 0.57 0.276
C 1.09 -2.49 0.40 0.160
H 3.03 -3.00 1.34 0.010
C 0.76 -1.65 -0.78 0.039
C 2.05 -1.17 -1.27 0.257
H 2.17 -0.55 -2.15 0.011
H 4.14 -1.47 -0.56 -0.005
H 0.38 -3.14 0.91 0.012
H -0.13 -1.75 -1.39 -0.001
C 2.64 1.11 1.43 0.040
C 2.64 1.76 0.16 0.086
C 1.30 2.01 -0.22 0.055
H 3.53 2.07 -0.38 0.004
C 0.42 1.48 0.82 0.110
C 1.31 1.05 1.92 0.044
H 0.99 0.81 2.94 0.002
H 3.52 0.81 1.99 0.000
H 0.94 2.61 -1.05 0.001
H -0.63 1.76 0.96 0.010
O -2.32 -0.39 0.81 0.026
C -3.03 0.61 -0.01 -0.001
C -4.51 0.27 -0.02 0.000
H -2.55 0.63 -0.97 0.000
H -2.95 1.60 0.48 0.000
C -4.70 -0.66 1.20 0.001
H -4.75 -0.25 -0.95 0.000
H -5.11 1.17 0.09 0.000
C -3.30 -0.97 1.73 0.002
H -5.20 -1.58 0.91 0.000
H -5.29 -0.15 1.97 0.000
H -3.11 -2.05 1.77 0.001
H -3.17 -0.51 2.73 0.000
S 1.00 -1.81 3.44 0.099
C 2.35 -1.26 4.27 0.012
C 2.16 -0.64 5.54 0.008
C 3.20 0.04 6.15 0.000
C 4.48 0.04 5.57 0.004
C 4.71 -0.67 4.38 -0.001
C 3.66 -1.32 3.74 0.004
H 1.17 -0.70 5.98 0.001
H 3.01 0.57 7.09 0.000
H 5.30 0.58 6.06 0.000
H 5.72 -0.72 3.97 0.000
H 3.83 -1.89 2.83 0.001

=====

58
Properties=species:S:1:pos:R:3:nbo_charge:R:1 method="wB97M-V/def2-TZVPD" orbital_gap_ha=0.3460 e_homo_ev=-9.421 spin_multiplicity=1 smiles="NC(N)=O.NC(N)=O.CC(C)O.CC(C)O.CO.CO.CO" relative_energy_ev=8.116 total_energy_ha=-1186.19269
N 0.25 0.76 -4.54 -0.800
C -0.80 1.06 -3.88 0.720
N -1.63 0.10 -3.75 -0.814
O -1.04 2.31 -3.31 -0.753
H 0.93 1.48 -4.67 0.423
H 0.47 -0.22 -4.83 0.393
H -2.36 0.29 -3.05 0.444
H -1.37 -0.98 -3.99 0.387
N 2.54 -1.22 2.95 -0.844
C 1.86 -0.21 2.38 0.767
N 0.62 -0.47 2.60 -0.868
O 2.47 0.94 1.87 -0.722
H 3.56 -1.11 3.04 0.407
H 2.22 -2.16 3.30 0.415
H 0.00 0.26 2.17 0.441
H 0.19 -1.08 3.31 0.420
C -0.27 2.62 2.62 -0.652
C -1.54 2.14 2.12 0.105
C -1.62 2.48 0.62 -0.654
O -1.83 0.95 2.28 -0.708
H -0.11 2.46 3.62 0.202
H -0.17 3.73 2.41 0.219
H 0.54 2.32 2.07 0.237
H -2.29 2.72 2.66 0.135
H -2.59 2.60 0.18 0.213
H -1.18 1.87 -0.11 0.223
H -1.14 3.45 0.43 0.212
H -2.46 0.88 2.99 0.488
C -1.58 -1.06 -0.67 -0.648
C -3.07 -1.45 -0.70 0.106
C -3.83 -0.49 0.24 -0.615
O -3.62 -1.28 -1.83 -0.678
H -0.96 -1.76 -1.25 0.194
H -1.07 -0.97 0.31 0.232
H -1.39 -0.13 -1.16 0.197
H -3.18 -2.41 -0.29 0.139
H -3.40 -0.72 1.17 0.198
H -4.93 -0.59 0.25 0.210
H -3.57 0.58 0.10 0.210
H -3.12 -1.86 -2.43 0.451
C 1.48 -2.65 0.21 -0.271
O 0.58 -2.87 1.24 -0.761
H 1.43 -1.54 -0.03 0.197
H 1.11 -3.18 -0.73 0.161
H 2.47 -2.97 0.47 0.174
H 0.48 -2.07 1.74 0.467
C 4.37 -0.76 0.09 -0.248
O 4.85 -2.08 -0.29 -0.734
H 4.94 0.03 -0.28 0.168
H 4.30 -0.71 1.16 0.168
H 3.35 -0.63 -0.25 0.183
H 4.25 -2.30 -1.03 0.461
C 1.30 1.26 -1.02 -0.254
O 1.23 0.00 -1.57 -0.743
H 0.91 1.27 -0.03 0.170
H 0.56 1.78 -1.54 0.193
H 2.36 1.57 -1.15 0.178
H 0.54 -0.02 -2.20 0.462